[1]
140
Properties=species:S:1:pos:R:3 method="wB97M-V/def2-TZVPD" lumo_ev=-4.817 max_force_ev_per_a=1.6 total_charge=+1 orbital_gap_ev=6.668
C -9.97275 2.81937 8.74102
C -8.84554 2.10007 7.97189
C -9.38104 0.93878 7.12817
C -10.22491 1.46198 5.96078
C -10.46220 0.42340 4.86809
C -9.29002 0.17893 3.87517
C -8.12945 1.16638 3.95881
C -8.41911 2.50381 3.25769
C -8.14563 2.45269 1.75089
C -6.78372 3.03428 1.36727
C -6.70465 3.56154 -0.06297
C -7.10143 2.53664 -1.14152
C -5.92835 2.10226 -2.05940
C -5.56348 0.63216 -1.81545
C -4.16881 0.29144 -2.31963
O -4.03587 -1.05159 -2.85844
C -3.98592 -2.03655 -1.96578
O -4.89230 -2.35486 -1.27792
C -2.74594 -2.90594 -1.89814
C -3.02616 -4.27797 -1.79672
C -1.99423 -5.20287 -1.68126
N -0.73136 -4.75624 -1.67412
Cl 0.53643 -5.87851 -1.54671
C -0.42121 -3.44533 -1.77115
C -1.41447 -2.46327 -1.89374
C -1.07321 -1.00100 -2.02071
C 0.40627 -0.62968 -2.11499
C 1.04608 -0.92794 -3.46671
F 0.06905 -1.24077 -4.36896
F 1.85359 -2.01476 -3.41339
C 1.79714 0.26176 -4.12005
F 2.28703 -0.14942 -5.29121
F 0.87508 1.21605 -4.33742
C 2.91431 0.86520 -3.20377
F 3.34637 -0.08251 -2.34802
F 2.33936 1.83080 -2.46181
C 4.11132 1.52337 -3.95498
F 4.57446 2.53820 -3.21105
F 3.65639 2.04771 -5.09888
C 5.29212 0.56322 -4.27891
F 5.95275 1.09914 -5.31194
F 4.83411 -0.63057 -4.66133
C 6.32976 0.38046 -3.10080
F 6.63711 -0.91309 -3.01437
F 5.83181 0.74746 -1.93328
F 7.43964 1.04349 -3.34885
H -10.87665 2.21291 8.77187
H -9.67213 3.03918 9.76003
H -10.24409 3.74800 8.24605
H -8.39405 2.82920 7.29882
H -8.09508 1.75472 8.67812
H -8.56206 0.31846 6.76711
H -10.01991 0.35174 7.78735
H -9.82530 2.39923 5.58068
H -11.20207 1.70832 6.37962
H -10.70113 -0.52119 5.35513
H -11.35955 0.69726 4.31566
H -9.68997 0.22475 2.86286
H -8.90635 -0.82508 4.04420
H -7.77163 1.30732 4.97430
H -7.28684 0.71532 3.42418
H -9.45297 2.78360 3.45148
H -7.79823 3.26396 3.73270
H -8.21045 1.41133 1.43491
H -8.92481 3.01563 1.23640
H -6.59528 3.87948 2.03065
H -5.99022 2.31636 1.59016
H -5.70262 3.94925 -0.23596
H -7.39233 4.40449 -0.12093
H -7.90711 2.89618 -1.77404
H -7.45735 1.64477 -0.63175
H -6.19938 2.23828 -3.10223
H -5.05487 2.70212 -1.80276
H -5.59292 0.46410 -0.73844
H -6.32215 -0.02475 -2.23243
H -3.91613 0.94859 -3.14737
H -3.44383 0.48894 -1.53298
H -4.04654 -4.62329 -1.80112
H -2.17101 -6.25995 -1.57924
H 0.62870 -3.21570 -1.74241
H -1.64933 -0.56742 -2.82965
H -1.43295 -0.52342 -1.10752
H 0.96199 -1.19502 -1.36956
H 0.50731 0.40887 -1.82154
O 4.81421 2.15681 5.07029
C 5.52710 2.04743 4.11526
O 5.38000 2.92766 3.09878
C 6.26449 3.00774 1.98227
C 5.85915 2.02899 0.89963
C 6.52114 0.91697 3.97896
H 7.30359 2.89017 2.29168
H 6.16258 4.02703 1.61148
H 5.92912 0.99842 1.24977
H 6.49401 2.13850 0.02183
H 4.82262 2.20672 0.60833
H 6.00214 0.04191 3.58987
H 6.90329 0.68520 4.96941
H 7.37202 1.14280 3.34043
O 13.74009 -2.11229 -1.17883
C 12.67411 -1.59746 -1.35406
O 11.73289 -2.27559 -2.04881
C 10.38042 -1.83820 -2.16451
C 10.18895 -0.85038 -3.29690
C 12.38073 -0.18942 -0.88615
H 10.01861 -1.44654 -1.21160
H 9.81118 -2.74478 -2.36618
H 10.75796 0.06520 -3.13288
H 9.14212 -0.59164 -3.39734
H 10.53495 -1.28444 -4.23502
H 12.74959 0.50962 -1.63545
H 12.92179 -0.02521 0.04192
H 11.32863 0.01080 -0.69701
O 2.86758 -8.81733 -1.08865
C 3.45647 -8.93242 -2.13016
O 3.27329 -7.97279 -3.05805
C 4.03115 -7.87322 -4.27122
C 3.45648 -8.73854 -5.37252
C 4.31084 -10.13276 -2.44891
H 5.08354 -8.08789 -4.08348
H 3.96955 -6.82351 -4.55374
H 3.49057 -9.79616 -5.11196
H 4.01457 -8.59503 -6.29736
H 2.41284 -8.47856 -5.55018
H 3.66713 -10.92814 -2.82210
H 4.78076 -10.46630 -1.52760
H 5.09869 -9.94006 -3.17269
O 0.76058 5.53163 3.41983
C 1.48284 5.41453 2.47274
O 1.34636 6.28202 1.44214
C 2.26680 6.34580 0.35411
C 1.94063 5.33735 -0.72968
C 2.47861 4.28290 2.35758
H 3.29355 6.24876 0.71023
H 2.16592 7.35569 -0.03973
H 2.01955 4.31371 -0.36038
H 2.62044 5.45287 -1.57494
H 0.91863 5.48314 -1.07984
H 1.95852 3.40526 1.97404
H 2.86452 4.05703 3.34806
H 3.33300 4.50177 1.72154

---

[2]
135
Properties=species:S:1:pos:R:3 method="wB97M-V/def2-TZVPD" lumo_ev=0.185 relative_energy_kcal_mol=0.0 max_force_ev_per_a=1.8 total_charge=0 smiles="CCOS(C)(=O)=O.CCOS(C)(=O)=O.CCOS(C)(=O)=O.CCOS(C)(=O)=O.CCOS(C)(=O)=O.c1ccccc1.c1ccccc1.c1ccccc1.c1ccccc1.c1ccccc1" orbital_gap_ev=9.191
C 1.73565 5.01358 0.84895
C 1.03251 3.87724 1.54421
O 0.17376 4.40835 2.58259
S -0.77284 3.48179 3.41738
C -2.12478 3.24078 2.28625
O -0.17059 2.20706 3.64703
O -1.23053 4.25755 4.51423
H 2.45492 4.57141 0.15520
H 2.13968 5.77041 1.51083
H 1.05482 5.49508 0.13619
H 0.42354 3.23411 0.90774
H 1.78402 3.20985 1.97414
H -2.30617 4.21771 1.84340
H -2.97944 2.95395 2.89245
H -1.84396 2.49096 1.55140
C 1.12759 1.20031 -4.62393
C 1.27314 1.53631 -6.09941
O 0.17463 1.21667 -6.95813
S -1.08621 2.18338 -6.98163
C -0.44866 3.59608 -7.82126
O -2.07530 1.55743 -7.77951
O -1.40058 2.55264 -5.64018
H 2.02342 1.56310 -4.11239
H 1.02140 0.13617 -4.42945
H 0.31636 1.78297 -4.19223
H 1.64363 2.56337 -6.18461
H 2.11705 0.95598 -6.48116
H 0.01854 3.24873 -8.74121
H 0.30390 4.03884 -7.17697
H -1.27914 4.25258 -8.05864
C 5.37888 -4.05439 0.30908
C 4.74321 -2.83243 -0.31587
O 3.32955 -3.07597 -0.47915
S 2.72899 -2.63601 -1.86042
C 1.08124 -2.94307 -1.42165
O 2.95210 -1.23616 -2.02110
O 3.17493 -3.56248 -2.84721
H 5.22152 -4.93643 -0.30873
H 4.93477 -4.23763 1.28943
H 6.44326 -3.87533 0.46446
H 4.86026 -1.96465 0.33448
H 5.21240 -2.63068 -1.28102
H 0.75506 -2.23832 -0.65795
H 1.02950 -3.92039 -0.94117
H 0.37028 -2.92247 -2.24299
C -1.88887 0.79265 6.74494
C -2.68727 -0.22300 5.93972
O -1.97009 -1.04091 5.01228
S -0.70907 -1.90590 5.44580
C 0.60050 -0.69636 5.38989
O -0.87392 -2.37502 6.77760
O -0.57447 -2.81761 4.36498
H -1.25735 0.28925 7.47821
H -2.56587 1.44485 7.29569
H -1.25327 1.43934 6.13538
H -3.14213 -0.88209 6.68609
H -3.49171 0.28783 5.41740
H 0.57668 -0.12810 6.31145
H 0.36588 -0.04847 4.54922
H 1.49502 -1.31085 5.31633
C 4.65944 2.58843 -5.34225
C 5.50782 2.51600 -4.10573
O 4.64283 2.08327 -3.03522
S 5.31913 1.80902 -1.64477
C 5.98016 0.18748 -1.87755
O 6.40320 2.73626 -1.50298
O 4.29132 1.75884 -0.67812
H 5.20899 3.02706 -6.17650
H 3.73584 3.13991 -5.17025
H 4.38851 1.58867 -5.68795
H 6.28792 1.76533 -4.27576
H 6.01760 3.44006 -3.84476
H 6.32742 -0.13742 -0.89873
H 6.84117 0.28743 -2.53285
H 5.15367 -0.40828 -2.25658
C -3.17238 -0.67458 -4.41000
C -3.56660 -1.81210 -5.09078
C -4.38196 -2.73582 -4.44176
C -4.79944 -2.52548 -3.14117
C -4.38217 -1.38008 -2.48047
C -3.48580 -0.50299 -3.06512
H -2.57018 0.08568 -4.89628
H -3.33785 -1.92687 -6.14151
H -4.82376 -3.51847 -5.04995
H -5.53693 -3.16117 -2.66935
H -4.71107 -1.21369 -1.46278
H -3.29435 0.46661 -2.62169
C -4.64397 -4.25550 0.23513
C -5.46425 -3.73293 1.22380
C -4.91351 -3.09867 2.33389
C -3.54016 -3.08067 2.47102
C -2.71503 -3.64143 1.50647
C -3.26259 -4.22010 0.36821
H -5.10392 -4.73273 -0.62263
H -6.53441 -3.66218 1.06516
H -5.57668 -2.62635 3.04654
H -3.07895 -2.71377 3.38057
H -1.65860 -3.70836 1.73860
H -2.64300 -4.79783 -0.30674
C 0.65551 -0.04179 1.73078
C -0.54247 -0.71802 1.59090
C -1.21627 -0.72395 0.36981
C -0.67941 -0.02460 -0.70403
C 0.52552 0.65215 -0.56411
C 1.19944 0.64089 0.64896
H 1.24646 -0.02197 2.63435
H -0.91934 -1.34662 2.38943
H -2.20059 -1.17523 0.37645
H -1.21317 0.02941 -1.64476
H 0.94734 1.19935 -1.39950
H 2.15108 1.14465 0.75386
C 5.60039 -1.62088 3.35525
C 6.27706 -0.74859 2.51303
C 5.68831 0.44213 2.10675
C 4.48243 0.82627 2.66806
C 3.89225 0.03035 3.64462
C 4.39078 -1.22868 3.92553
H 6.01768 -2.59950 3.55440
H 7.23292 -1.08547 2.12665
H 6.14145 1.04752 1.33227
H 3.96941 1.71611 2.32748
H 3.00337 0.39156 4.14831
H 3.91328 -1.89856 4.62986
C -8.18268 0.71725 2.24370
C -7.79492 -0.04680 1.14112
C -6.45978 -0.37172 0.94686
C -5.49548 0.10404 1.82780
C -5.87802 0.97636 2.83457
C -7.22003 1.28404 3.05695
H -9.23172 0.93264 2.40225
H -8.57930 -0.45443 0.51577
H -6.17351 -1.00907 0.12374
H -4.47300 -0.24090 1.73880
H -5.13174 1.40069 3.49764
H -7.45106 2.03514 3.80083

---

[3]
147
Properties=species:S:1:pos:R:3 method="wB97M-V/def2-TZVPD" lumo_ev=-1.430 max_force_ev_per_a=6.7 total_charge=0 smiles="[H]/N=C/Cc1c(CC=C)c(CCCCn2cccc2)c2c(c1N=C=S)C(=O)C(CCCC(=O)OCC)=C(O)C2=O.CCOS(C)(=O)=O.CCOS(C)(=O)=O.CCOS(C)(=O)=O.CCOS(C)(=O)=O.CCOS(C)(=O)=O" orbital_gap_ev=5.821
H 6.89239 3.02011 -4.48440
N 6.20505 3.08703 -3.69730
C 5.50464 1.95297 -3.77952
C 4.36978 1.69867 -2.68472
C 2.89579 1.52176 -3.27692
C 1.96841 2.74251 -3.66376
C 2.62693 4.20059 -3.43098
C 2.24833 4.64514 -1.92092
C 3.26392 5.11025 -0.97442
C 0.49468 2.53730 -4.20456
C -0.44171 3.79488 -4.54521
C -0.04542 4.56353 -5.90392
C -0.84857 5.98737 -5.85628
C -0.04849 7.08008 -4.96179
N -0.50326 7.11367 -3.53837
C -1.81395 6.92242 -2.94155
C -1.73659 7.03000 -1.37708
C -0.22007 7.31890 -1.01684
C 0.40792 7.36516 -2.44115
C -0.05391 1.07997 -4.36855
C 0.89264 -0.12531 -3.97312
C 2.34156 0.04851 -3.44005
N 3.18113 -1.13419 -3.05024
C 3.92076 -1.51262 -4.04271
S 4.97942 -1.82929 -5.27562
C 0.27754 -1.61451 -4.10672
O 0.96102 -2.64714 -4.32519
C -1.32420 -1.69479 -3.88466
C -1.91776 -3.02400 -3.20350
C -2.39402 -2.56917 -1.70830
C -1.07437 -2.48836 -0.79205
C -1.14736 -1.32386 0.34864
O -0.04438 -0.79031 0.66498
O -2.41278 -1.03150 0.92340
C -2.66971 0.39839 1.00148
C -3.78163 0.93958 -0.02037
C -2.18624 -0.61325 -4.24738
O -3.60603 -0.67906 -4.06023
C -1.51495 0.71364 -4.88263
O -2.13914 1.39505 -5.75694
H 5.74311 1.16854 -4.58012
H 4.34717 2.58174 -1.96024
H 4.62685 0.73569 -2.12446
H 3.75981 4.14563 -3.59288
H 2.19895 4.94879 -4.17952
H 1.12907 4.56490 -1.64614
H 3.84076 4.28973 -0.41500
H 3.46096 6.23567 -0.80804
H -0.38000 4.49873 -3.62402
H -1.56404 3.51598 -4.61938
H -0.32734 3.97574 -6.85392
H 1.09341 4.76481 -5.97895
H -1.00679 6.31678 -6.94039
H -1.90006 5.77073 -5.42868
H 1.04900 6.71193 -4.94317
H -0.10587 8.10748 -5.47982
H -2.74303 6.70501 -3.56505
H -2.58441 6.89745 -0.61231
H 0.27530 7.45592 -0.00203
H 1.53775 7.55474 -2.50695
H -1.08817 -3.80987 -3.18124
H -2.77318 -3.45135 -3.82931
H -3.02408 -3.45166 -1.31278
H -3.03470 -1.62593 -1.71965
H -0.08766 -2.44536 -1.37757
H -1.02788 -3.47828 -0.18720
H -1.74690 1.06241 0.89665
H -3.08160 0.59340 2.06751
H -4.85933 0.64438 0.28531
H -3.57970 0.70481 -1.12187
H -3.76179 2.09633 0.06378
H -4.00988 -1.33898 -4.67401
C 1.96428 -3.39823 2.12880
C 0.96571 -4.46036 1.73247
O 1.37917 -5.76324 2.14584
S 1.22085 -6.16502 3.70517
C 1.51027 -7.90204 3.51749
O -0.15049 -5.96435 4.10236
O 2.31734 -5.59879 4.44401
H 2.00489 -3.28310 3.21418
H 1.68645 -2.43439 1.69620
H 2.97112 -3.66141 1.79513
H -0.02922 -4.22779 2.12419
H 0.88918 -4.48255 0.64270
H 0.70624 -8.33291 2.92245
H 1.52196 -8.34783 4.51285
H 2.47550 -8.04777 3.03355
C -6.23395 -8.79397 6.25668
C -4.78734 -8.63796 6.68831
O -4.05918 -7.79702 5.79501
S -4.28645 -6.19563 5.88288
C -2.91083 -5.72174 4.87482
O -4.03869 -5.76148 7.23494
O -5.50070 -5.86128 5.18638
H -6.77536 -7.84970 6.34605
H -6.74383 -9.53464 6.87704
H -6.29380 -9.10325 5.21031
H -4.71854 -8.26337 7.71383
H -4.30103 -9.61625 6.66898
H -1.98964 -6.01062 5.37590
H -2.94588 -4.63931 4.74771
H -2.99824 -6.21211 3.90609
C -1.78939 -6.76973 9.67678
C -0.97676 -6.77971 8.39562
O 0.41813 -6.93690 8.65778
S 0.97044 -8.40598 9.04961
C 2.69577 -8.04688 8.87252
O 0.58343 -9.33982 8.02252
O 0.69673 -8.64875 10.44092
H -1.76180 -7.74508 10.16798
H -2.83346 -6.52649 9.46853
H -1.38710 -6.04010 10.38393
H -1.33058 -7.55418 7.70849
H -1.09781 -5.81917 7.88915
H 2.90494 -7.81930 7.82810
H 3.25395 -8.93020 9.18412
H 2.94742 -7.20289 9.51390
C 8.13526 6.49786 -2.95092
C 7.72344 5.60262 -1.79674
O 8.70320 5.60140 -0.75773
S 8.78466 6.88257 0.22767
C 9.84239 6.15576 1.44831
O 7.48728 7.10541 0.81212
O 9.51062 7.93254 -0.43640
H 8.14591 7.54797 -2.65052
H 7.43956 6.39361 -3.78675
H 9.14322 6.24918 -3.29250
H 6.74336 5.88858 -1.40424
H 7.63972 4.57468 -2.15548
H 9.31619 5.33119 1.92716
H 10.08266 6.92540 2.18229
H 10.75362 5.80801 0.96267
C -6.11278 1.47842 -3.66949
C -6.70784 2.69720 -4.34947
O -7.14530 3.66874 -3.39952
S -6.03122 4.58634 -2.66599
C -7.14666 5.76830 -1.96224
O -5.23236 5.24286 -3.66933
O -5.43740 3.82813 -1.59684
H -5.18069 1.72892 -3.15874
H -5.89622 0.69648 -4.40007
H -6.79826 1.08244 -2.91577
H -6.00087 3.13995 -5.05695
H -7.58846 2.39388 -4.92083
H -7.63351 6.31829 -2.76636
H -6.56341 6.44842 -1.34081
H -7.87842 5.24131 -1.35073